Entry from the Open Molecules 2025 dataset: a structure of composition C14H27Cl3OPdSi in a non-equilibrium geometry (ωB97M-V/def2-TZVPD).

```
! RIJCOSX wB97M-V def2-TZVPD def2/J DEFGRID3
* xyz -2 5
C -1.127 1.059 -2.295
C -1.891 -0.106 -2.361
C -1.075 -1.243 -2.022
C -3.321 -0.186 -2.697
C 0.237 -0.799 -1.774
C 0.253 0.681 -1.859
C 1.477 1.355 -2.333
C -1.540 2.371 -2.793
C -1.550 -2.644 -1.996
C 1.443 -1.629 -1.845
Pd -0.051 0.917 0.150
Cl -2.401 0.125 0.897
Cl 0.548 3.295 -0.164
Cl 0.544 -1.903 1.019
H -3.803 0.765 -2.429
H -3.810 -0.985 -2.111
H -3.458 -0.378 -3.781
H -2.425 -2.740 -1.344
H -0.794 -3.339 -1.619
H -1.817 -2.930 -3.027
H 1.360 -2.536 -1.233
H 2.319 -1.102 -1.481
H 1.626 -1.960 -2.870
H 2.360 0.976 -1.828
H 1.424 2.419 -2.082
H 1.580 1.295 -3.419
H -2.510 2.614 -2.335
H -1.676 2.324 -3.894
H -0.813 3.144 -2.527
O 2.434 3.733 -0.592
H 2.587 3.703 0.397
C 2.476 -1.542 3.179
Si 0.770 -0.725 2.861
C -0.867 -1.320 3.684
C 1.187 0.483 4.422
C 0.536 0.990 2.079
H 2.668 -1.693 4.253
H 3.272 -0.867 2.837
H 2.602 -2.523 2.689
H -0.669 -1.725 4.677
H -1.582 -0.510 3.853
H -1.401 -2.124 3.145
H 2.085 1.060 4.114
H 0.275 1.088 4.625
H 1.428 -0.186 5.272
H -0.324 1.631 2.475
H 1.414 1.667 2.084
*
```

DFT total energy	-65924.514	eV
E_LUMO (alpha / beta)	5.243 / 4.199	eV
E_HOMO (alpha / beta)	0.46 / -1.04	eV
gap between HOMO and LUMO (alpha / beta)	0.1757 / 0.1926	hartree

Entry from the Open Molecules 2025 dataset: a structure of composition C33H31N10O9Sr (ωB97M-V/def2-TZVPD).

```
! RIJCOSX wB97M-V def2-TZVPD def2/J DEFGRID3
* xyz -1 1
Sr -0.351 0.044 -0.444
N -0.357 -2.652 -0.107
C -1.296 -2.947 -1.205
C -1.353 -1.805 -2.242
O -0.187 -1.335 -2.509
N -2.441 -1.306 -2.744
C -3.708 -1.503 -2.084
C -3.799 -0.760 -0.733
O -4.916 -0.465 -0.243
O -2.703 -0.538 -0.148
H 0.607 -2.728 -0.415
H -0.505 -3.290 0.664
H -2.272 -3.135 -0.760
H -1.006 -3.846 -1.762
H -3.979 -2.553 -1.870
H -4.507 -1.118 -2.719
C -1.907 1.063 2.986
N -1.340 1.610 1.746
C -2.116 2.659 1.090
C -2.478 2.439 -0.353
N -1.631 2.265 -1.329
C -2.397 2.186 -2.487
C -2.007 1.951 -3.801
C -3.002 1.888 -4.756
C -4.354 2.038 -4.419
C -4.756 2.258 -3.114
C -3.750 2.335 -2.160
N -3.771 2.533 -0.788
C -2.291 -0.386 2.904
N -1.525 -1.342 3.365
C -2.188 -2.517 3.051
C -1.818 -3.846 3.250
C -2.646 -4.832 2.741
C -3.825 -4.513 2.049
C -4.219 -3.199 1.861
C -3.387 -2.216 2.386
N -3.460 -0.843 2.358
H -2.767 1.656 3.309
H -1.151 1.129 3.769
H -0.382 1.903 1.936
H -1.579 3.611 1.126
H -3.050 2.815 1.636
H -0.967 1.774 -4.044
H -2.740 1.685 -5.787
H -5.102 1.957 -5.198
H -5.802 2.342 -2.847
H -4.562 2.322 -0.200
H -0.897 -4.087 3.769
H -2.377 -5.875 2.866
H -4.434 -5.312 1.645
H -5.112 -2.939 1.305
H -3.991 -0.370 1.625
O 1.624 1.707 -0.253
C 2.349 0.700 -0.418
O 2.137 -0.452 0.023
C 3.585 0.870 -1.289
C 4.321 2.040 -1.220
C 5.459 2.166 -1.996
C 5.873 1.178 -2.868
C 5.107 0.030 -2.919
C 3.979 -0.152 -2.139
N 5.532 -1.044 -3.827
O 4.929 -2.095 -3.783
O 6.477 -0.823 -4.565
N 6.259 3.389 -1.895
O 7.224 3.501 -2.629
O 5.927 4.221 -1.073
H 4.000 2.843 -0.572
H 6.754 1.293 -3.478
H 3.408 -1.070 -2.187
C 5.555 -0.139 3.517
C 4.156 0.373 3.317
C 3.919 1.671 2.877
C 2.617 2.085 2.655
N 1.554 1.301 2.843
C 1.780 0.056 3.272
C 3.052 -0.437 3.524
H 6.232 0.663 3.812
H 5.934 -0.566 2.585
H 5.585 -0.920 4.276
H 4.741 2.354 2.697
H 2.417 3.081 2.275
H 0.902 -0.571 3.407
H 3.170 -1.461 3.860
*
```

DFT total energy	-68892.308	eV
energy relative to the best compared isomer or geometry (same formula, charge and spin)	0.813	eV
E_LUMO	1.116	eV
E_HOMO	-4.91	eV
gap between HOMO and LUMO	0.2213	hartree

Entry from the Open Molecules 2025 dataset: a structure of composition C3H8NO2 in a non-equilibrium geometry (ωB97M-V/def2-TZVPD).

```
! RIJCOSX wB97M-V def2-TZVPD def2/J DEFGRID3
* xyz 2 2
O -1.117 -0.208 -0.989
C -2.339 -0.671 -0.995
O -2.641 -1.418 0.138
H -3.171 -0.604 -1.619
H -3.485 -1.824 0.036
C 1.454 0.841 -0.038
C 2.768 0.967 0.225
N 0.564 0.102 0.858
H 0.914 1.512 -0.803
H 3.315 1.420 -0.637
H 3.062 0.212 0.931
H -0.296 -0.537 -0.092
H 0.964 -0.599 1.520
H 0.008 0.807 1.465
*
```

DFT total energy	-8802.705	eV
energy relative to the best compared isomer or geometry (same formula, charge and spin)	2.245	eV
E_LUMO (alpha / beta)	-9.662 / -13.955	eV
E_HOMO (alpha / beta)	-21.25 / -21.35	eV
gap between HOMO and LUMO (alpha / beta)	0.4258 / 0.2718	hartree

Entry from the Open Molecules 2025 dataset: a cluster of 7 separate species, C7H29NO6 in total in a non-equilibrium geometry (ωB97M-V/def2-TZVPD).

```
! RIJCOSX wB97M-V def2-TZVPD def2/J DEFGRID3
* xyz 0 1
C 1.737 -1.215 1.676
C 1.732 -1.711 0.255
C 0.501 -2.686 -0.029
C -0.015 -2.770 -1.464
N -1.204 -1.970 -1.816
C -0.996 -1.451 -3.134
C -2.102 -1.380 -1.010
C -1.721 -0.021 -0.270
H 2.467 -0.441 1.843
H 0.870 -0.460 2.020
H 1.731 -1.915 2.550
H 2.676 -2.296 0.338
H 1.817 -0.938 -0.373
H 1.003 -3.666 0.018
H -0.365 -2.471 0.666
H 0.819 -2.567 -2.169
H -0.509 -3.941 -1.398
H -2.087 -1.244 -3.553
H -0.352 -0.600 -3.329
H -0.499 -2.251 -3.791
H -2.993 -1.095 -1.604
H -2.430 -2.144 -0.259
H -2.305 0.648 -0.898
H -1.841 0.086 0.757
H -0.733 0.334 -0.468
O 1.462 3.546 2.448
H 0.598 3.907 2.123
H 1.730 2.959 1.741
O -2.581 3.944 0.951
H -2.532 3.107 1.392
H -2.313 4.071 0.061
O -1.192 1.846 2.512
H -1.209 0.952 1.998
H -0.359 1.799 3.041
O 0.975 0.975 4.531
H 1.407 1.831 4.103
H 0.134 1.521 4.751
O 0.145 3.302 -2.103
H 0.412 3.020 -3.013
H -0.571 3.812 -2.182
O 3.156 -0.786 -2.586
H 2.782 -0.007 -2.202
H 2.758 -1.633 -2.123
*
```

DFT total energy	-21500.082	eV
energy relative to the best compared isomer or geometry (same formula, charge and spin)	3.731	eV
SMILES	CCCCN(C)CC.O.O.O.O.O.O
E_LUMO	0.071	eV
E_HOMO	-8.05	eV
gap between HOMO and LUMO	0.2984	hartree